# 1
Molecular formula: C23H60CuN5O9
Method: DFT, ωB97M-V/def2-TZVPD

```
98
C23H60CuN5O9 ωB97M-V/def2-TZVPD
Cu -0.84 1.16 3.04
O 1.25 1.22 -0.72
C 0.11 0.69 -0.15
O -0.25 1.08 0.98
O -0.40 -0.25 -0.79
H 1.06 0.61 -1.47
C -5.60 -2.31 2.05
O -4.48 -1.48 1.99
C -3.36 -2.04 1.35
C -2.22 -1.03 1.48
N -1.99 -0.64 2.89
C -1.32 -1.68 3.68
C 0.12 -1.80 3.22
O 0.68 -0.48 3.13
C 2.05 -0.59 2.75
H -6.06 -2.60 1.10
H -6.39 -1.89 2.67
H -5.42 -3.28 2.54
H -3.61 -2.20 0.30
H -3.04 -3.01 1.76
H -2.54 -0.15 0.92
H -1.38 -1.39 0.91
H -2.93 -0.74 3.28
H -1.69 -2.71 3.60
H -1.32 -1.43 4.74
H 0.17 -2.30 2.25
H 0.71 -2.43 3.90
H 2.21 -1.22 1.88
H 2.73 -0.88 3.56
H 2.46 0.40 2.55
C -3.13 4.51 1.46
C -2.05 3.48 1.78
C -0.77 4.13 2.28
O 0.10 3.09 2.74
C 1.42 3.47 3.08
N -2.53 2.50 2.80
H -2.81 5.30 0.79
H -3.49 4.93 2.40
H -3.91 3.91 1.00
H -1.83 2.96 0.85
H -1.06 4.66 3.20
H -0.23 4.74 1.56
H 2.09 2.61 3.10
H 1.41 3.90 4.09
H 1.82 4.22 2.40
H -3.42 2.14 2.45
H -2.85 3.08 3.58
C 1.76 -1.13 -4.10
C 1.25 -2.58 -3.96
C 2.22 -3.41 -3.15
O 2.24 -4.79 -3.52
C 1.13 -5.53 -3.03
N -0.11 -2.50 -3.43
H 2.71 -1.08 -4.64
H 1.88 -0.82 -3.06
H 1.02 -0.54 -4.62
H 1.17 -3.00 -4.97
H 2.03 -3.37 -2.07
H 3.26 -3.06 -3.23
H 1.42 -6.57 -3.21
H 0.27 -5.35 -3.68
H 0.86 -5.27 -2.01
H -0.18 -2.14 -2.48
H -0.60 -3.39 -3.43
C -4.62 -0.30 -1.78
C -3.52 -0.37 -2.84
C -2.88 0.97 -3.20
O -3.73 1.61 -4.14
C -3.53 3.01 -4.11
N -2.62 -1.48 -2.47
H -5.31 0.52 -2.02
H -4.20 -0.13 -0.79
H -5.10 -1.27 -1.76
H -3.82 -0.76 -3.82
H -1.94 0.74 -3.72
H -2.69 1.55 -2.29
H -2.46 3.21 -4.27
H -3.74 3.42 -3.13
H -3.96 3.55 -4.95
H -1.94 -1.20 -1.78
H -2.06 -1.87 -3.22
C 4.48 -0.13 -1.07
C 5.48 -0.12 0.06
C 5.86 1.29 0.56
O 6.70 1.23 1.68
C 7.51 2.38 1.88
N 4.99 -0.95 1.17
H 3.52 0.26 -0.74
H 4.37 -1.08 -1.59
H 4.77 0.64 -1.79
H 6.43 -0.60 -0.23
H 4.90 1.74 0.84
H 6.29 1.78 -0.32
H 7.44 2.54 2.96
H 7.11 3.26 1.37
H 8.56 2.25 1.63
H 5.70 -0.93 1.90
H 4.21 -0.52 1.65
```

Computed properties:
E_tot, hartree: -3503.3869
Multiplicity: 2
HOMO level (alpha / beta), Ha: -0.37599 / -0.37599
⟨S²⟩: 0.752
Total charge: +1

=====

# 2
Molecular formula: C5H5Cl2N
Method: DFT, ωB97M-V/def2-TZVPD

```
13
C5H5Cl2N ωB97M-V/def2-TZVPD
C 0.04 -1.86 0.00
N 0.00 -0.41 0.00
C 1.09 0.42 0.00
Cl 2.68 -0.23 0.00
C 0.69 1.73 0.00
C -0.74 1.72 0.01
C -1.12 0.40 0.01
Cl -2.70 -0.25 0.00
H 0.53 -2.23 0.91
H -0.94 -2.25 0.00
H 0.55 -2.23 -0.88
H 1.35 2.61 0.00
H -1.42 2.59 -0.04
```

Computed properties:
E_tot, hartree: -1168.6559
HOMO level, Ha: -0.30205
Total charge: 0

=====

# 3
Molecular formula: C3H5NS
Method: DFT, ωB97M-V/def2-TZVPD

```
10
C3H5NS ωB97M-V/def2-TZVPD
C 0.72 -1.76 -0.20
C 0.01 -0.69 0.31
N 0.00 0.57 -0.14
C -0.69 1.67 0.19
S -0.88 3.05 -0.67
H 0.70 -2.79 0.19
H 1.29 -1.64 -1.13
H -0.42 -0.72 1.29
H 0.50 0.85 -1.02
H -1.23 1.46 1.17
```

Computed properties:
E_tot, hartree: -570.2051
HOMO level, Ha: -0.31584
Total charge: 0

=====

# 4
Molecular formula: C37H66MgN9O
Method: DFT, ωB97M-V/def2-TZVPD

```
114
C37H66MgN9O ωB97M-V/def2-TZVPD
Mg -2.37 1.53 -1.19
C 0.38 -0.18 -0.56
O -0.93 0.33 -0.68
H 0.92 0.49 0.10
H 0.45 -1.26 -0.46
H 0.91 -0.17 -1.52
C 1.36 6.20 -0.21
C 1.57 4.72 0.36
C 0.42 3.98 0.98
C -0.66 3.72 0.10
N -1.53 3.43 -0.69
H 1.14 6.98 0.52
H 0.57 6.38 -0.94
H 2.22 6.58 -0.74
H 2.39 4.78 1.08
H 1.85 4.09 -0.48
H 0.02 4.53 1.84
H 0.78 3.06 1.43
C 1.17 3.43 -3.96
C 0.79 2.66 -5.22
C 0.15 1.32 -4.99
C -1.00 1.34 -4.01
N -1.90 1.43 -3.23
H 1.96 4.08 -4.33
H 1.35 2.74 -3.14
H 0.29 3.93 -3.56
H 1.74 2.26 -5.57
H 0.53 3.24 -6.10
H 0.94 0.63 -4.71
H -0.22 0.80 -5.88
C 0.88 -4.50 -1.93
C -0.62 -4.20 -1.96
C -1.57 -5.42 -1.94
C -1.47 -6.38 -0.81
N -1.37 -7.19 0.03
H 1.21 -5.15 -2.74
H 1.21 -5.15 -1.11
H 1.46 -3.58 -1.88
H -0.93 -3.48 -2.72
H -0.73 -3.59 -1.07
H -1.27 -6.06 -2.77
H -2.62 -5.16 -2.08
C 4.07 1.90 3.03
C 3.89 0.45 3.52
C 5.13 -0.22 3.77
C 5.82 0.31 4.96
N 6.39 0.81 5.89
H 4.59 1.91 2.07
H 4.58 2.47 3.80
H 3.09 2.32 2.83
H 3.24 -0.20 2.94
H 3.22 0.40 4.38
H 5.90 0.01 3.04
H 5.00 -1.30 3.86
C 5.68 -0.85 -0.50
C 4.28 -0.32 -0.23
C 3.89 0.68 -1.37
C 4.93 1.44 -2.04
N 5.76 2.06 -2.54
H 5.63 -1.55 -1.34
H 6.03 -1.45 0.34
H 6.43 -0.09 -0.70
H 4.40 0.23 0.71
H 3.53 -1.10 -0.12
H 3.12 1.39 -1.06
H 3.43 0.19 -2.22
C -2.06 -0.96 3.16
C -3.38 -0.40 3.86
C -3.68 1.09 3.49
C -3.39 1.37 2.05
N -3.22 1.65 0.90
H -2.08 -1.97 3.56
H -1.10 -0.60 3.55
H -2.08 -1.08 2.08
H -3.17 -0.46 4.93
H -4.23 -1.06 3.72
H -3.04 1.78 4.05
H -4.73 1.29 3.69
C -5.42 -3.85 -1.22
C -4.39 -3.57 -0.07
C -4.67 -2.15 0.50
C -4.21 -1.03 -0.44
N -3.94 -0.15 -1.23
H -5.11 -4.82 -1.61
H -5.45 -3.05 -1.95
H -6.47 -4.00 -0.94
H -3.34 -3.66 -0.35
H -4.55 -4.29 0.74
H -4.21 -2.03 1.48
H -5.76 -2.05 0.53
C -6.58 3.72 1.21
C -5.88 4.81 0.35
C -5.69 4.56 -1.18
C -4.77 3.43 -1.42
N -4.05 2.56 -1.74
H -7.07 4.08 2.11
H -6.02 2.79 1.27
H -7.44 3.37 0.63
H -4.88 4.99 0.77
H -6.19 5.85 0.44
H -5.35 5.46 -1.70
H -6.62 4.13 -1.55
C 2.32 -3.96 1.34
C 3.75 -4.17 1.61
C 4.53 -5.07 0.55
C 4.38 -4.39 -0.81
N 4.21 -3.85 -1.80
H 1.84 -3.39 2.13
H 1.77 -4.90 1.30
H 2.15 -3.54 0.35
H 3.94 -4.55 2.61
H 4.32 -3.24 1.58
H 4.00 -6.00 0.36
H 5.54 -5.33 0.84
```

Computed properties:
E_tot, hartree: -2217.2594
HOMO level, Ha: -0.37700
Total charge: +1

=====

Q: The highest E_tot belongs to which entry?
A: C3H5NS

=====

Q: Look up the E_tot of the first one.
A: -3503.3869 hartree